A molecular structure, C20H25ClN4O4S2. Source: OMol25; level of theory: ωB97M-V with the def2-TZVPD basis set.

```
56
Properties=species:S:1:pos:R:3
C -3.94565 -0.51837 1.45670
N -3.08345 -0.83466 0.17534
C -2.20270 -1.76003 0.08461
O -1.64810 -2.12421 -0.91200
C -2.20721 -2.91396 1.19296
H -2.55480 -2.32585 2.32301
H -2.89064 -3.78521 1.38619
S -0.50913 -3.20734 1.35456
C 0.09243 -1.59240 1.27379
N -0.52397 -0.57774 1.52693
N 0.18714 0.70834 1.31797
C 1.33685 0.15467 0.90726
N 1.45700 -1.49968 0.93100
C 2.42926 -2.18446 0.62944
H 3.29104 -2.26668 1.09378
H 1.88685 -3.29730 0.80386
C 2.84281 -2.19449 -0.82742
C 1.54940 -2.07285 -1.74300
H 1.53623 -0.92701 -2.32396
C 1.90822 -3.02458 -2.76123
H 1.01886 -3.61805 -3.32395
C 2.79442 -3.86866 -1.95850
H 3.61271 -4.38442 -2.69321
H 2.30658 -4.63672 -1.31500
O 3.65944 -2.90518 -1.54665
H 2.52865 -2.58876 -3.73670
H 0.68468 -2.48716 -1.30157
H 3.41819 -0.93799 -0.97791
C 2.47925 0.89996 0.82190
C 3.90859 0.59488 1.12658
C 4.90680 1.62876 0.71460
C 4.57471 2.69046 0.00314
C 3.33021 3.08262 -0.18217
C 2.26129 2.02851 0.06884
H 1.22726 2.32846 -0.14764
H 3.12624 4.18510 -0.64830
Cl 5.91046 3.82184 -0.41309
H 5.91196 1.30161 1.29947
H 4.09178 -0.23735 1.59078
C -3.33090 0.24858 -0.83258
C -4.52040 0.42691 -1.24895
H -4.75389 0.78816 -2.23430
H -5.46357 -0.26555 -1.12851
S -5.03690 1.94660 -0.54260
O -6.05759 1.92748 0.40645
O -5.15314 3.02032 -1.56311
C -3.25242 2.28442 0.18584
C -2.31010 1.26910 -0.54947
H -1.53505 1.25941 -0.09623
H -2.24274 1.92570 -1.47884
H -3.36563 2.25988 1.16212
H -3.05545 3.47278 -0.10075
H -2.47921 -0.34422 -1.81785
H -4.43678 -1.49626 1.83419
H -3.22506 -0.19689 2.27269
H -4.71732 0.31811 1.35663
```

The value obtained for the HOMO energy is -8.92 eV. The value obtained for the energy above the lowest of the compared OMol25 structures with the same formula, charge and spin is 19.6259 eV.

Here are the Mulliken charges for atoms 1 to 5, given in e: -0.9310 0.1842 0.6358 -0.6009 -0.5041


2 unconnected molecules or ions with the total composition C20H25F2N2O6PS. Source: OMol25; level of theory: ωB97M-V with the def2-TZVPD basis set.

```
57
Properties=species:S:1:pos:R:3
C 4.70570 -0.12931 1.72314
C 4.90076 1.05298 0.83954
O 5.96583 1.56894 0.69419
O 3.79111 1.53131 0.22747
C 3.89374 1.48997 -1.20970
C 2.55957 1.79257 -1.84823
C 1.34915 1.07195 -1.22269
C 0.70290 1.92924 -0.14827
C -0.60722 1.38891 0.37569
C -1.81157 2.07251 0.11190
F -1.68990 3.18564 -0.60707
C -3.08221 1.65825 0.54531
P -4.57569 2.59733 0.10702
O -5.63166 1.52127 -0.43985
O -5.11864 3.07137 1.51621
S -4.42971 4.06543 -1.12716
C -3.16299 0.48237 1.33352
C -4.42100 -0.07621 1.97714
C -4.42559 0.10844 3.48505
F -4.74508 1.40334 3.83005
C -1.97300 -0.20293 1.58064
C -0.73430 0.22933 1.12467
C 0.28575 -0.74709 1.62981
O 1.38564 -0.98334 1.25380
N -0.36518 -1.45900 2.67393
C -1.74710 -1.45709 2.35688
O -2.49229 -2.34512 2.62052
H 4.29603 0.19366 2.67476
H 4.04567 -0.85394 1.26333
H 5.66691 -0.59023 1.89797
H 4.27445 0.51634 -1.51552
H 4.61296 2.24412 -1.51396
H 2.63592 1.52811 -2.89767
H 2.39735 2.86597 -1.77420
H 1.70695 0.12638 -0.83096
H 0.62716 0.84237 -2.00094
H 0.51671 2.90244 -0.58054
H 1.37158 2.08624 0.69226
H -5.24185 0.64679 -0.55745
H -5.69415 3.83081 1.34187
H -4.39438 -1.15022 1.82489
H -5.33930 0.28364 1.53956
H -3.46478 -0.14560 3.91788
H -5.18257 -0.54153 3.91732
H -0.03202 -2.42425 2.69894
C 0.20583 -2.68946 -2.77386
C 1.21108 -3.82079 -2.94064
C 2.60007 -3.43276 -2.42123
C 3.19329 -2.33673 -3.18523
N 3.65854 -1.46897 -3.77532
H 0.49281 -1.82198 -3.37023
H -0.79034 -2.99844 -3.08957
H 0.14908 -2.38026 -1.72730
H 1.26883 -4.10959 -3.99103
H 0.87443 -4.69985 -2.38863
H 3.27088 -4.29215 -2.46425
H 2.53581 -3.13118 -1.37375
```

The value obtained for the HOMO energy is -9.07 eV. The SMILES is CC(=O)OCCCCc1c(F)c(P(O)(O)=S)c(CCF)c2c1C(=O)NC2=O.CCCC#N.

Here are the Mulliken charges for atoms 1 to 5, given in e: -0.7031 0.5713 -0.5748 -0.1709 -0.5595


A molecular structure, C20H25F5N4O4RhS. Source: OMol25; level of theory: ωB97M-V with the def2-TZVPD basis set.

```
60
Properties=species:S:1:pos:R:3
Rh -0.23395 -0.26362 -0.52080
C 4.47873 3.79300 2.91719
C 3.60860 2.57556 2.76759
C 3.70153 1.52292 3.67391
C 2.93073 0.38217 3.53043
C 2.04633 0.29394 2.46103
C 1.93979 1.33011 1.54809
C 2.71751 2.46322 1.70370
S 1.02063 -1.13587 2.37790
O 1.74022 -2.19298 3.02937
O -0.28990 -0.77074 2.92545
N 0.68611 -1.55567 0.86223
C 1.73912 -2.27196 0.11610
C 2.42531 -1.28546 -0.81109
O 3.59793 -1.30724 -1.06399
O 1.55922 -0.42180 -1.35148
H 4.58377 4.07469 3.96457
H 4.07218 4.64201 2.36984
H 5.47923 3.59257 2.52888
H 4.39413 1.59475 4.50380
H 3.01571 -0.44029 4.22681
H 1.26068 1.22679 0.71198
H 2.64037 3.27256 0.98778
H 1.27078 -3.02762 -0.52336
H 2.45023 -2.76796 0.77136
N -3.83459 -2.91861 1.81850
C -3.47465 -1.60119 2.45635
C -3.04264 -0.62354 1.37638
N -1.87755 -1.16457 0.65149
C -2.22656 -2.44223 0.01030
C -2.67124 -3.46968 1.03729
H -4.62655 -2.77681 1.18841
H -4.13630 -3.58755 2.52750
H -2.64979 -1.78945 3.14418
H -4.34190 -1.24206 3.00666
H -2.75070 0.28827 1.89349
H -3.85411 -0.38875 0.68628
H -1.19836 -1.36600 1.39673
H -1.34500 -2.83885 -0.49008
H -2.99646 -2.26379 -0.74609
H -1.87122 -3.65296 1.75503
H -2.97356 -4.41044 0.58169
F 0.19885 0.90617 -7.27380
C -0.41753 1.81161 -6.50387
F -1.67210 1.94228 -6.95606
F 0.20408 2.98167 -6.66052
C -0.41736 1.36331 -5.05958
C -1.21077 0.29106 -4.68711
C -1.18719 -0.10842 -3.36815
N -0.43487 0.50476 -2.44934
C 0.34227 1.52730 -2.81454
C 0.37719 1.98669 -4.11673
H -1.83581 -0.22303 -5.40318
H -1.78412 -0.94133 -3.02649
H 0.96375 1.96643 -2.05077
H 1.01606 2.81599 -4.38118
F -2.73369 0.93781 -0.88468
C -1.54074 1.27070 -0.30084
F -1.15704 2.44481 -0.83115
H -1.67480 1.44732 0.76660
```

The value obtained for the HOMO energy is -11.23 eV. Its charge is +1.

Here are the Mulliken charges for atoms 1 to 5, given in e: 0.9640 -1.5014 0.8851 -0.7402 -0.8730


A molecular structure, C20H25IrN3O7S2. Source: OMol25; level of theory: ωB97M-V with the def2-TZVPD basis set.

```
58
Properties=species:S:1:pos:R:3
Ir 0.61370 -0.21674 -0.39891
C 3.21534 0.69545 -1.45509
C 2.49039 0.20963 -2.69121
N 1.03181 0.13631 -2.37889
C 0.26512 -0.81603 -3.22801
C 0.60641 -2.24680 -2.81360
S 0.92231 -2.37085 -0.99947
C 2.74973 -2.48257 -0.89411
C 3.26834 -1.38634 0.02074
N 2.68224 -0.02938 -0.26286
H 3.00716 1.75294 -1.29566
H 4.29461 0.56520 -1.53766
H 2.82931 -0.76914 -3.01869
H 2.64089 0.89987 -3.52135
H 0.64914 1.07592 -2.49318
H 0.47567 -0.64994 -4.28568
H -0.78991 -0.61660 -3.04904
H 1.47390 -2.66098 -3.32547
H -0.23587 -2.90723 -3.00922
H 3.18182 -2.46073 -1.89123
H 2.98254 -3.45287 -0.45724
H 4.35724 -1.32420 -0.02776
H 2.98618 -1.61538 1.04896
H 2.91879 0.52301 0.55899
O -0.89990 2.63441 1.29933
C -0.20312 2.80375 0.26338
O 0.35730 1.94741 -0.44701
C -0.07912 4.27208 0.04491
C -1.21740 5.08480 0.03380
C -1.07969 6.43368 -0.25292
C 0.17710 6.96670 -0.50241
C 1.28629 6.13024 -0.45924
C 1.19580 4.79391 -0.16767
N 2.62948 6.68636 -0.75207
O 2.71781 7.88347 -0.85230
O 3.53322 5.88416 -0.87797
H -2.18959 4.65827 0.23979
H -1.95041 7.07327 -0.27660
H 0.31831 8.01482 -0.72764
H 2.08805 4.18740 -0.12613
C 1.51033 -5.68218 3.81093
C 0.85639 -4.50680 3.14801
C 1.12696 -3.20480 3.57536
C 0.49452 -2.11475 3.00408
C -0.40679 -2.33082 1.96551
C -0.71577 -3.61693 1.53665
C -0.07212 -4.69254 2.12280
S -1.30279 -0.96728 1.32677
O -0.33201 0.20738 1.46754
O -2.56468 -0.81726 1.93997
O -1.35452 -1.04687 -0.22037
H 2.48240 -5.41804 4.22411
H 1.63739 -6.51184 3.11724
H 0.88968 -6.03848 4.63552
H 1.82218 -3.04624 4.39045
H 0.68863 -1.11210 3.36143
H -1.45826 -3.77677 0.76453
H -0.31538 -5.69695 1.79962
```

The value obtained for the HOMO energy (alpha / beta) is -14.67 / -14.66 eV. The expectation value of S² is 0.760. The spin multiplicity is 2. The value obtained for the energy above the lowest of the compared OMol25 structures with the same formula, charge and spin is 1.3879 eV. Its charge is +2.

Here are the Mulliken charges for atoms 1 to 5, given in e: 2.0083 -0.3978 -0.6829 -0.4287 -0.7066


Copy entry 3 word for word.
A molecular structure, C20H25F5N4O4RhS. Source: OMol25; level of theory: ωB97M-V with the def2-TZVPD basis set.

```
60
Properties=species:S:1:pos:R:3
Rh -0.23395 -0.26362 -0.52080
C 4.47873 3.79300 2.91719
C 3.60860 2.57556 2.76759
C 3.70153 1.52292 3.67391
C 2.93073 0.38217 3.53043
C 2.04633 0.29394 2.46103
C 1.93979 1.33011 1.54809
C 2.71751 2.46322 1.70370
S 1.02063 -1.13587 2.37790
O 1.74022 -2.19298 3.02937
O -0.28990 -0.77074 2.92545
N 0.68611 -1.55567 0.86223
C 1.73912 -2.27196 0.11610
C 2.42531 -1.28546 -0.81109
O 3.59793 -1.30724 -1.06399
O 1.55922 -0.42180 -1.35148
H 4.58377 4.07469 3.96457
H 4.07218 4.64201 2.36984
H 5.47923 3.59257 2.52888
H 4.39413 1.59475 4.50380
H 3.01571 -0.44029 4.22681
H 1.26068 1.22679 0.71198
H 2.64037 3.27256 0.98778
H 1.27078 -3.02762 -0.52336
H 2.45023 -2.76796 0.77136
N -3.83459 -2.91861 1.81850
C -3.47465 -1.60119 2.45635
C -3.04264 -0.62354 1.37638
N -1.87755 -1.16457 0.65149
C -2.22656 -2.44223 0.01030
C -2.67124 -3.46968 1.03729
H -4.62655 -2.77681 1.18841
H -4.13630 -3.58755 2.52750
H -2.64979 -1.78945 3.14418
H -4.34190 -1.24206 3.00666
H -2.75070 0.28827 1.89349
H -3.85411 -0.38875 0.68628
H -1.19836 -1.36600 1.39673
H -1.34500 -2.83885 -0.49008
H -2.99646 -2.26379 -0.74609
H -1.87122 -3.65296 1.75503
H -2.97356 -4.41044 0.58169
F 0.19885 0.90617 -7.27380
C -0.41753 1.81161 -6.50387
F -1.67210 1.94228 -6.95606
F 0.20408 2.98167 -6.66052
C -0.41736 1.36331 -5.05958
C -1.21077 0.29106 -4.68711
C -1.18719 -0.10842 -3.36815
N -0.43487 0.50476 -2.44934
C 0.34227 1.52730 -2.81454
C 0.37719 1.98669 -4.11673
H -1.83581 -0.22303 -5.40318
H -1.78412 -0.94133 -3.02649
H 0.96375 1.96643 -2.05077
H 1.01606 2.81599 -4.38118
F -2.73369 0.93781 -0.88468
C -1.54074 1.27070 -0.30084
F -1.15704 2.44481 -0.83115
H -1.67480 1.44732 0.76660
```

The value obtained for the HOMO energy is -11.23 eV. Its charge is +1.

Here are the Mulliken charges for atoms 1 to 5, given in e: 0.9640 -1.5014 0.8851 -0.7402 -0.8730